# 1
C22H49N2P3PdSSe as an isolated structure in a non-equilibrium geometry, computed with ωB97M-V with the def2-TZVPD basis set.

Last column: Mulliken spin population.
Element x y z (Å)
Pd: 0.06 -0.09 0.00  0.528
P: 0.85 1.22 -1.73  0.208
P: 1.34 1.14 1.50  0.263
P: -1.61 -0.92 -1.37  0.261
H: -1.42 1.56 1.80  -0.012
C: -1.61 0.68 1.18  0.208
C: -1.19 -0.62 1.68  0.130
H: -0.71 -0.68 2.65  0.005
C: 0.05 2.86 -2.08  0.021
C: 2.62 1.79 -1.76  0.023
C: 0.86 0.58 -3.48  0.017
C: 1.02 0.93 3.31  0.026
C: 3.19 1.06 1.60  0.043
C: 1.13 2.98 1.42  0.024
C: -3.01 -1.85 -0.59  0.029
C: -1.29 -2.10 -2.75  0.039
C: -2.63 0.34 -2.27  0.020
H: -2.57 0.77 0.68  -0.011
H: -1.85 -1.47 1.53  -0.001
H: 0.52 3.38 -2.92  0.004
H: 0.12 3.49 -1.19  -0.007
H: -1.01 2.71 -2.29  -0.007
H: 2.83 2.36 -2.66  0.005
H: 3.28 0.91 -1.73  -0.001
H: 2.85 2.41 -0.89  -0.002
H: 1.31 1.32 -4.15  0.005
H: -0.15 0.38 -3.83  -0.002
H: 1.44 -0.34 -3.53  0.001
H: 1.67 1.61 3.88  0.010
H: 1.23 -0.10 3.61  0.000
H: -0.02 1.15 3.55  -0.003
H: 3.59 1.94 2.10  0.008
H: 3.64 0.98 0.60  0.002
H: 3.48 0.17 2.17  -0.004
H: 1.61 3.47 2.27  0.009
H: 0.06 3.20 1.43  -0.006
H: 1.55 3.37 0.50  -0.002
H: -3.74 -2.12 -1.36  0.010
H: -3.50 -1.24 0.17  -0.003
H: -2.63 -2.76 -0.11  0.000
H: -2.20 -2.28 -3.33  0.008
H: -0.94 -3.05 -2.35  -0.003
H: -0.51 -1.71 -3.42  0.000
H: -3.49 -0.13 -2.77  0.009
H: -2.03 0.86 -3.01  -0.001
H: -3.00 1.07 -1.55  -0.009
C: -4.22 4.84 0.66  0.196
C: -4.12 3.85 1.65  0.009
C: -5.08 3.79 2.66  0.039
C: -6.14 4.70 2.69  0.187
C: -6.23 5.68 1.70  0.010
C: -5.28 5.75 0.69  0.082
Se: -2.94 4.99 -0.77  0.449
H: -2.12 3.85 -0.31  0.001
H: -3.31 3.14 1.63  0.023
H: -5.00 3.02 3.42  0.005
H: -6.89 4.65 3.48  0.000
H: -7.05 6.40 1.71  0.004
H: -5.36 6.52 -0.08  -0.002
C: 1.96 -6.65 -0.36  0.014
C: 2.36 -5.36 -1.08  0.004
N: 1.62 -4.24 -0.55  0.130
C: 2.16 -3.03 0.01  0.017
S: 1.22 -1.72 0.01  0.829
N: 3.48 -2.90 0.58  0.139
C: 4.30 -3.97 1.11  0.003
C: 5.65 -4.00 0.40  0.015
H: 2.19 -6.59 0.72  0.001
H: 2.52 -7.50 -0.80  0.001
H: 0.87 -6.83 -0.49  0.000
H: 3.45 -5.21 -1.02  0.001
H: 2.12 -5.46 -2.16  0.007
H: 0.60 -4.26 -0.72  -0.008
H: 3.82 -1.95 0.75  -0.006
H: 4.47 -3.77 2.19  0.008
H: 3.80 -4.95 1.06  0.000
H: 6.17 -3.03 0.52  0.000
H: 6.28 -4.80 0.84  0.001
H: 5.52 -4.20 -0.68  0.000

- ⟨S²⟩ = 6.042
- E_HOMO (spin up / spin down) (eV) = -17.562 / -19.644
- DFT total energy (eV) = -134072.5157
- total charge = +4
- 2S+1 = 5

# 2
C22H49NOP2RuSi2 as an isolated structure in a non-equilibrium geometry, computed with ωB97M-V with the def2-TZVPD basis set.

Last column: Mulliken spin population.
Element x y z (Å)
Ru: 0.32 -0.05 -0.21  1.943
P: 1.89 -1.56 -0.99  0.023
P: -2.03 -1.48 -0.55  0.151
N: 0.22 1.26 -1.44  0.963
H: 1.42 -0.68 0.79  0.023
C: 1.28 -3.10 -1.69  0.053
H: 2.08 -3.86 -1.68  0.005
H: 0.95 -2.90 -2.71  0.000
H: 0.42 -3.49 -1.12  -0.032
C: 3.24 -2.06 0.14  0.014
H: 4.19 -1.61 -0.18  -0.002
H: 3.32 -3.16 0.14  -0.001
H: 3.04 -1.74 1.17  -0.003
C: 2.72 -0.74 -2.40  0.036
H: 3.78 -0.61 -2.18  -0.001
H: 2.26 0.23 -2.61  -0.007
H: 2.58 -1.39 -3.28  -0.002
C: -2.17 -2.34 -2.16  0.021
H: -3.20 -2.69 -2.35  -0.001
H: -1.52 -3.22 -2.16  0.002
H: -1.87 -1.67 -2.98  0.000
C: -3.44 -2.16 0.43  0.036
H: -4.41 -1.93 -0.03  0.000
H: -3.44 -1.73 1.44  -0.001
H: -3.37 -3.25 0.52  -0.001
C: -2.88 0.11 -1.07  0.100
H: -3.97 -0.01 -1.10  0.005
H: -2.53 0.41 -2.07  -0.008
H: -2.63 0.92 -0.36  -0.056
C: -0.02 1.71 -2.69  -0.197
C: -0.33 1.14 -5.05  -0.104
C: -0.18 0.74 -3.73  0.185
C: -0.13 3.08 -3.03  0.218
C: -0.31 3.46 -4.34  -0.088
C: -0.40 2.50 -5.36  0.179
H: -0.40 0.40 -5.85  -0.004
H: -0.13 -0.32 -3.50  0.092
H: -0.05 3.80 -2.21  0.006
H: -0.39 4.52 -4.59  -0.003
H: -0.52 2.84 -6.38  0.014
C: -0.69 -3.64 1.52  0.007
O: -1.09 -3.42 0.34  -0.041
C: 0.59 -4.39 1.70  0.035
H: 1.28 -3.72 2.23  -0.006
H: 1.04 -4.61 0.72  0.002
H: 0.50 -5.28 2.31  -0.001
C: -1.28 -2.89 2.67  -0.001
H: -2.28 -3.20 3.01  0.002
H: -1.29 -1.82 2.39  0.031
H: -0.65 -3.00 3.56  0.000
C: -1.58 2.90 0.76  0.037
Si: -1.22 1.67 2.13  -0.018
C: -0.96 2.65 3.72  0.025
C: -2.84 0.78 2.47  0.022
C: 0.32 0.68 1.73  0.222
Si: 1.91 1.70 1.70  0.067
C: 2.81 1.41 3.32  0.007
C: 3.18 1.42 0.34  -0.002
C: 1.63 3.55 1.49  0.007
H: -1.10 3.86 0.99  -0.001
H: -2.66 3.08 0.71  0.004
H: -1.23 2.57 -0.23  0.002
H: -1.74 3.43 3.75  0.002
H: -1.10 1.99 4.59  0.000
H: 0.02 3.14 3.81  -0.004
H: -3.43 0.55 1.57  -0.002
H: -2.71 -0.15 3.05  -0.002
H: -3.46 1.45 3.09  0.000
H: 0.47 -0.13 2.48  0.047
H: 3.52 0.58 3.23  0.000
H: 3.37 2.32 3.59  0.000
H: 2.12 1.18 4.15  -0.001
H: 2.75 1.58 -0.66  -0.003
H: 3.99 2.15 0.48  -0.004
H: 3.62 0.42 0.37  0.009
H: 1.26 3.79 0.48  0.000
H: 0.95 4.01 2.22  0.000
H: 2.61 4.03 1.60  0.001

- ⟨S²⟩ = 6.050
- E_HOMO (spin up / spin down) (eV) = -5.678 / -7.074
- DFT total energy (eV) = -64058.3912
- 2S+1 = 5

# 3
C22H50AsBr3F6N7O7 as an isolated structure in a non-equilibrium geometry, computed with ωB97M-V with the def2-TZVPD basis set.

Last column: Mulliken spin population.
Element x y z (Å)
As: -0.36 0.97 -0.61  0.000
F: 0.54 1.06 -2.13  0.000
F: -1.55 2.15 -1.18  0.000
F: -1.26 0.93 0.94  0.000
F: 0.93 -0.13 -0.09  0.000
F: 0.60 2.35 0.03  0.000
F: -1.29 -0.32 -1.42  0.000
C: -7.10 -3.20 -0.83  0.000
C: -6.46 -1.81 -0.80  0.000
O: -7.21 -0.85 -0.95  0.000
N: -5.13 -1.72 -0.70  0.000
C: -4.46 -0.37 -0.59  0.000
H: -8.17 -3.06 -0.98  0.000
H: -6.89 -3.73 0.11  0.000
H: -6.57 -3.73 -1.62  0.000
H: -4.57 -2.54 -0.86  0.000
H: -3.74 -0.33 0.23  0.000
H: -5.10 0.48 -0.38  0.000
H: -4.05 -0.22 -1.59  0.000
C: -2.35 5.83 -2.91  0.000
C: -1.71 6.39 -1.67  0.000
O: -1.76 7.62 -1.57  0.000
N: -1.18 5.60 -0.77  0.000
C: -0.91 5.98 0.62  0.000
H: -3.34 6.23 -3.14  0.000
H: -2.43 4.74 -2.83  0.000
H: -1.78 5.83 -3.84  0.000
H: -1.05 4.63 -1.02  0.000
H: 0.16 5.77 0.67  0.000
H: -1.49 5.26 1.20  0.000
H: -1.03 7.03 0.89  0.000
C: 2.64 -6.19 3.06  0.002
C: 2.44 -4.87 2.38  -0.002
O: 3.37 -4.12 2.11  0.021
N: 1.18 -4.69 2.04  0.002
C: 0.80 -3.42 1.48  0.001
H: 2.41 -7.00 2.37  0.000
H: 2.05 -6.24 3.97  0.000
H: 3.69 -6.30 3.36  0.000
H: 0.71 -5.57 1.84  0.000
H: 0.45 -3.67 0.47  0.000
H: 1.52 -2.64 1.25  0.000
H: 0.07 -2.99 2.16  0.000
C: -1.57 -5.03 -2.33  0.000
C: -0.32 -4.34 -2.82  0.000
O: 0.40 -4.84 -3.66  0.000
N: -0.11 -3.13 -2.39  0.000
C: 1.05 -2.31 -2.68  0.000
H: -1.81 -5.69 -3.17  0.000
H: -2.39 -4.31 -2.27  0.000
H: -1.50 -5.73 -1.50  0.000
H: -0.87 -2.68 -1.90  0.000
H: 1.68 -2.11 -1.81  0.000
H: 0.74 -1.34 -3.05  0.000
H: 1.77 -2.77 -3.36  0.000
C: -0.85 -0.03 4.82  0.000
C: -0.29 1.33 4.58  0.000
O: 0.26 1.88 5.54  0.000
N: -0.50 1.91 3.38  0.000
C: -0.12 3.33 3.03  0.000
H: -1.83 -0.08 4.34  0.000
H: -1.09 -0.30 5.85  0.000
H: -0.17 -0.75 4.36  0.000
H: -1.01 1.43 2.66  0.000
H: 0.22 3.45 2.00  0.000
H: 0.84 3.48 3.52  0.000
H: -0.71 4.18 3.33  0.000
C: 3.67 0.02 -2.27  0.000
C: 4.71 0.87 -3.02  0.000
O: 5.87 0.62 -2.83  0.000
N: 4.23 2.06 -3.56  0.000
C: 5.09 3.10 -4.15  0.000
H: 2.89 0.73 -1.99  0.000
H: 3.93 -0.59 -1.41  0.000
H: 3.21 -0.65 -2.99  0.000
H: 3.24 2.17 -3.69  0.000
H: 4.40 3.92 -4.35  0.000
H: 5.62 2.79 -5.05  0.000
H: 5.83 3.46 -3.44  0.000
C: 3.60 -0.24 5.70  0.084
C: 3.54 -0.40 4.20  -0.027
O: 3.96 -1.40 3.67  0.831
N: 3.14 0.60 3.52  0.069
C: 2.83 0.60 2.12  -0.011
H: 3.98 -1.12 6.22  0.004
H: 2.63 0.12 6.05  0.009
H: 4.34 0.51 5.98  0.001
H: 3.13 1.48 4.02  0.001
H: 2.06 -0.12 1.82  0.016
H: 3.70 0.41 1.50  0.002
H: 2.59 1.64 1.88  -0.001
C: -2.93 0.97 -4.46  0.000
Br: -2.77 2.59 -5.69  0.000
Br: -1.33 -0.23 -4.70  0.000
Br: -4.68 0.16 -4.86  0.000
H: -2.92 1.25 -3.40  0.000

- ⟨S²⟩ = 0.755
- E_HOMO (spin up / spin down) (eV) = -8.947 / -8.947
- DFT total energy (eV) = -335659.4787
- 2S+1 = 2